Below is a 14-piece molecular cluster, C51H103N9O10 overall in a non-equilibrium geometry, with properties calculated with ωB97M-V with the def2-TZVPD basis set.

Results
M, g mol⁻¹: 1002.4
E_LUMO, eV: 0.30
2S+1: 1
Frontier orbital gap, eV: 9.5

Each line ends with the Löwdin charge.
Cartesian coordinates (Å):
C 2.75 -2.50 -4.79  -0.075
C 2.25 -2.75 -3.34  -0.238
C 0.96 -3.61 -3.22  -0.168
C 1.05 -4.94 -3.93  -0.228
N 1.17 -5.98 -4.40  0.137
H 3.71 -1.93 -4.73  0.078
H 2.02 -1.90 -5.28  0.056
H 2.94 -3.48 -5.22  0.067
H 2.15 -1.84 -2.73  0.077
H 3.07 -3.33 -2.83  0.118
H 0.07 -3.16 -3.64  0.084
H 0.80 -3.84 -2.18  0.092
C -5.97 -1.30 2.50  -0.090
C -6.27 -0.44 1.23  -0.206
C -5.62 -1.22 0.08  -0.196
C -4.18 -1.19 0.10  -0.214
N -3.04 -1.25 0.04  0.203
H -4.97 -1.77 2.27  0.070
H -6.61 -2.15 2.65  0.065
H -5.98 -0.69 3.43  0.079
H -5.73 0.55 1.30  0.100
H -7.30 -0.23 0.97  0.104
H -5.95 -0.92 -0.90  0.098
H -5.88 -2.22 0.18  0.099
C -1.95 -5.99 -1.23  -0.085
C -1.11 -5.93 0.11  -0.227
C -1.96 -5.58 1.30  -0.197
C -3.31 -6.13 1.15  -0.247
N -4.36 -6.61 1.18  0.149
H -1.25 -5.99 -2.02  0.034
H -2.46 -5.02 -1.40  0.068
H -2.67 -6.84 -1.34  0.095
H -0.41 -5.14 -0.04  0.080
H -0.47 -6.80 0.19  0.111
H -2.16 -4.51 1.44  0.115
H -1.56 -5.97 2.18  0.095
C 0.24 -0.84 -0.49  -0.114
C 1.65 -1.10 0.04  -0.252
C 1.82 -0.26 1.34  -0.168
C 3.28 -0.19 1.70  -0.212
N 4.39 -0.15 1.99  0.153
H -0.49 -1.36 0.23  0.067
H 0.08 -1.31 -1.47  0.054
H -0.03 0.24 -0.53  0.071
H 2.41 -0.82 -0.75  0.096
H 1.83 -2.19 0.17  0.107
H 1.28 -0.66 2.25  0.101
H 1.47 0.76 1.17  0.082
C -1.45 -0.42 3.26  -0.127
C -1.42 -1.88 3.74  -0.168
C -1.55 -1.90 5.22  -0.187
O -1.39 -0.55 5.70  -0.149
C -1.48 0.37 4.56  -0.163
H -2.40 -0.30 2.72  0.093
H -0.57 -0.12 2.66  0.090
H -0.54 -2.38 3.38  0.068
H -2.17 -2.52 3.30  0.097
H -0.74 -2.50 5.67  0.124
H -2.51 -2.29 5.51  0.109
H -0.69 1.09 4.66  0.080
H -2.45 0.93 4.61  0.125
C 0.42 0.97 -5.93  -0.146
C -0.15 2.21 -6.66  -0.103
C -1.34 2.65 -5.68  -0.196
O -1.26 1.84 -4.54  -0.144
C 0.01 1.20 -4.47  -0.194
H 1.50 0.83 -5.89  0.087
H 0.04 0.02 -6.27  0.092
H -0.67 1.86 -7.52  0.084
H 0.49 3.05 -6.91  0.107
H -2.30 2.61 -6.10  0.081
H -1.21 3.69 -5.48  0.100
H -0.09 0.28 -3.88  0.114
H 0.75 1.78 -3.97  0.084
C 2.89 -4.41 4.23  -0.162
C 1.64 -5.05 3.60  -0.170
C 1.30 -4.09 2.53  -0.211
O 1.56 -2.81 3.14  -0.196
C 2.57 -2.97 4.16  -0.182
H 3.76 -4.70 3.67  0.109
H 3.05 -4.79 5.22  0.111
H 0.87 -5.02 4.38  0.125
H 1.80 -6.07 3.27  0.117
H 0.22 -4.09 2.21  0.113
H 2.02 -4.25 1.72  0.127
H 2.23 -2.59 5.14  0.128
H 3.39 -2.36 3.82  0.105
C -4.14 -2.95 -3.64  -0.150
C -4.04 -2.74 -5.19  -0.144
C -2.86 -1.79 -5.34  -0.222
O -2.11 -1.89 -4.17  -0.156
C -2.75 -2.71 -3.16  -0.197
H -4.59 -3.91 -3.32  0.129
H -4.75 -2.12 -3.30  0.088
H -5.05 -2.46 -5.57  0.117
H -3.84 -3.69 -5.66  0.097
H -3.27 -0.74 -5.43  0.113
H -2.21 -1.93 -6.23  0.126
H -2.78 -2.34 -2.14  0.083
H -2.17 -3.59 -3.17  0.079
C -4.82 2.37 -3.91  -0.139
C -5.97 1.55 -4.65  -0.137
C -6.56 0.69 -3.52  -0.188
O -5.52 0.58 -2.52  -0.198
C -4.37 1.35 -2.88  -0.196
H -5.25 3.27 -3.51  0.101
H -3.96 2.72 -4.49  0.092
H -5.56 0.86 -5.44  0.114
H -6.65 2.34 -5.00  0.106
H -6.95 -0.28 -3.85  0.114
H -7.35 1.31 -3.05  0.120
H -3.55 0.68 -3.26  0.119
H -4.02 1.84 -1.94  0.115
C -0.99 3.03 1.79  -0.347
O -0.47 2.24 1.04  -0.016
N -2.31 3.11 1.93  -0.163
C -3.01 4.23 2.57  -0.040
C -3.15 2.32 1.02  -0.046
H -0.36 3.69 2.42  0.125
H -3.70 4.60 1.82  0.076
H -2.27 5.02 2.88  0.105
H -3.67 3.97 3.39  0.079
H -2.57 1.56 0.52  0.059
H -4.04 1.83 1.49  0.088
H -3.47 2.97 0.22  0.083
C 4.85 6.72 2.28  -0.352
O 5.76 6.48 3.06  -0.002
N 3.78 5.94 2.15  -0.189
C 2.62 6.44 1.43  -0.053
C 3.59 4.65 2.76  -0.055
H 4.74 7.66 1.67  0.141
H 2.82 7.50 1.19  0.085
H 1.70 6.40 2.00  0.084
H 2.37 5.89 0.53  0.079
H 2.97 4.66 3.69  0.096
H 3.14 3.94 2.08  0.078
H 4.60 4.24 2.99  0.089
C 8.51 2.53 -0.50  -0.383
O 9.45 1.77 -0.67  0.008
N 7.55 2.52 0.43  -0.190
C 6.51 3.56 0.51  -0.053
C 7.56 1.50 1.47  -0.042
H 8.40 3.40 -1.18  0.132
H 5.53 3.11 0.69  0.056
H 6.47 4.09 -0.45  0.092
H 6.71 4.28 1.34  0.094
H 6.61 0.97 1.50  0.035
H 8.35 0.78 1.36  0.081
H 7.59 2.00 2.52  0.118
C 0.15 3.64 5.73  -0.380
O 0.18 4.42 4.79  -0.017
N 0.90 2.59 5.93  -0.205
C 0.74 1.77 7.12  -0.024
C 1.83 2.23 4.90  -0.046
H -0.54 3.73 6.62  0.146
H 1.74 1.75 7.60  0.112
H 0.28 0.83 6.81  0.075
H 0.08 2.25 7.82  0.079
H 2.86 2.53 5.16  0.107
H 1.92 1.13 4.80  0.102
H 1.56 2.68 4.00  0.047
C 4.07 1.16 -3.46  -0.337
O 3.37 1.58 -4.39  -0.009
N 3.89 1.34 -2.16  -0.170
C 4.94 0.92 -1.22  -0.007
C 2.89 2.23 -1.68  -0.026
H 4.84 0.42 -3.66  0.124
H 4.52 0.40 -0.37  0.039
H 5.46 1.82 -0.87  0.062
H 5.60 0.29 -1.83  0.101
H 3.35 2.94 -1.09  0.059
H 2.43 2.66 -2.53  0.075
H 2.03 1.80 -1.15  0.094

***

Below is C18H25ClN2STc as an isolated structure in a non-equilibrium geometry, with properties calculated with ωB97M-V with the def2-TZVPD basis set.

Results
M, g mol⁻¹: 434.9
E_LUMO (alpha / beta), eV: -7.72 / -7.73
2S+1: 4
Frontier orbital gap (alpha / beta), eV: 4.8 / 5.9
Total charge: +2

Each line ends with the Löwdin charge.
Cartesian coordinates (Å):
C -0.99 -4.78 -1.46  -0.172
C -2.09 -4.93 -0.45  -0.007
C -1.30 -4.29 -2.85  0.004
C 0.45 -5.01 -1.06  -0.007
Cl -0.53 -1.58 0.21  0.173
H -1.48 -5.25 -3.37  0.140
H -0.43 -3.74 -3.30  0.112
H -2.22 -3.64 -2.87  0.117
H -2.36 -5.99 -0.58  0.140
H -2.96 -4.28 -0.70  0.112
H -1.76 -4.75 0.59  0.113
H 0.55 -6.10 -1.26  0.139
H 0.65 -4.80 0.01  0.111
H 1.14 -4.43 -1.71  0.105
C -2.18 2.29 -0.02  -0.149
C -1.55 1.77 -1.22  -0.285
C -1.98 0.40 -1.42  -0.270
H -1.07 2.40 -1.96  0.101
C -2.81 0.07 -0.27  -0.172
C -2.94 1.22 0.56  -0.125
H -3.50 1.29 1.48  0.114
H -2.22 3.33 0.27  0.109
H -1.89 -0.13 -2.37  0.110
H -3.31 -0.87 -0.07  0.087
C 2.18 0.51 0.07  -0.159
C 1.78 1.75 -0.53  -0.163
C 1.16 1.45 -1.76  -0.225
H 1.90 2.75 -0.09  0.126
C 1.23 0.02 -2.01  -0.169
C 1.87 -0.56 -0.86  -0.196
H 2.11 -1.60 -0.71  0.098
H 2.66 0.38 1.04  0.112
H 0.78 2.20 -2.47  0.131
H 0.93 -0.50 -2.93  0.135
Tc -0.05 0.48 -0.32  1.033
C 0.41 4.64 1.76  -0.003
N 1.32 3.77 2.50  -0.109
C 2.53 4.11 3.10  -0.012
C 3.09 2.98 3.58  -0.034
N 2.21 1.96 3.29  0.079
C 1.14 2.43 2.60  -0.727
S -0.27 1.58 2.12  0.739
H 0.34 4.30 0.73  0.075
H -0.59 4.60 2.22  0.104
H 0.82 5.65 1.80  0.108
H 2.86 5.14 3.11  0.140
H 4.06 2.81 4.06  0.141
H 2.32 0.97 3.52  0.179

***

Below is C33H53AsAuBN8S as an isolated structure in a non-equilibrium geometry, with properties calculated with ωB97M-V with the def2-TZVPD basis set.

Results
M, g mol⁻¹: 876.6
E_LUMO (alpha / beta), eV: -5.60 / -8.28
2S+1: 3
Frontier orbital gap (alpha / beta), eV: 8.4 / 5.7
Total charge: +2

Each line ends with the Löwdin charge.
Cartesian coordinates (Å):
Au 0.35 -0.60 0.11  1.149
C 4.97 2.36 0.02  0.012
C 4.16 1.12 0.04  -0.229
C 4.62 -0.19 0.03  0.054
C 3.49 -1.01 0.04  -0.216
N 2.41 -0.22 0.05  -0.001
N 2.82 1.06 0.05  0.036
B 1.82 2.23 0.12  -0.567
N 1.02 2.06 1.41  0.023
N 0.24 1.00 1.71  0.025
C -0.14 1.08 2.99  -0.227
C 0.41 2.26 3.52  0.043
C 1.16 2.83 2.52  -0.246
C 1.99 4.06 2.67  -0.002
C -1.01 0.17 3.79  -0.537
C -2.36 0.88 4.00  -0.023
C -1.25 -1.17 3.11  -0.054
C -0.34 -0.08 5.15  -0.028
N 1.03 2.22 -1.21  0.004
N 0.13 1.29 -1.53  -0.011
C -0.17 1.42 -2.84  -0.255
C 0.59 2.46 -3.37  0.050
C 1.36 2.94 -2.31  -0.244
C 2.37 4.02 -2.43  -0.009
C -1.13 0.57 -3.62  -0.545
C -0.44 0.09 -4.90  -0.024
C -1.57 -0.64 -2.80  -0.063
C -2.37 1.41 -3.98  -0.033
C 3.55 -2.51 0.05  -0.545
C 2.17 -3.16 -0.04  -0.089
C 4.21 -2.94 1.37  -0.021
C 4.40 -2.97 -1.14  -0.025
H 6.02 2.11 0.03  0.097
H 4.76 2.95 -0.87  0.081
H 4.75 2.97 0.90  0.085
H 5.64 -0.50 0.01  0.126
H 2.40 3.25 0.17  0.102
H 0.31 2.62 4.52  0.123
H 2.39 4.10 3.68  0.101
H 2.83 4.08 1.98  0.063
H 1.40 4.96 2.52  0.085
H -2.80 1.16 3.04  0.075
H -3.06 0.22 4.52  0.096
H -2.24 1.78 4.60  0.088
H -1.94 -1.05 2.29  0.039
H -0.32 -1.60 2.74  0.068
H -1.69 -1.88 3.82  0.101
H -0.19 0.85 5.70  0.080
H -0.95 -0.73 5.76  0.095
H 0.63 -0.55 5.01  0.098
H 0.61 2.81 -4.38  0.128
H 3.24 3.64 -2.97  0.105
H 1.97 4.83 -3.03  0.098
H 2.70 4.40 -1.48  0.069
H 0.49 -0.43 -4.66  0.096
H -1.09 -0.61 -5.43  0.095
H -0.22 0.91 -5.57  0.085
H -0.70 -1.20 -2.45  0.063
H -2.15 -0.31 -1.94  0.033
H -2.18 -1.30 -3.41  0.105
H -2.08 2.26 -4.61  0.087
H -3.09 0.81 -4.53  0.097
H -2.84 1.79 -3.07  0.040
H 1.58 -2.94 0.84  0.062
H 1.66 -2.82 -0.95  0.069
H 2.30 -4.24 -0.11  0.103
H 3.65 -2.55 2.22  0.093
H 4.23 -4.02 1.44  0.095
H 5.23 -2.58 1.44  0.089
H 3.98 -2.59 -2.08  0.095
H 5.42 -2.63 -1.07  0.086
H 4.42 -4.05 -1.19  0.094
N -5.79 -4.94 -0.10  0.224
C -4.85 -4.29 -0.07  -0.150
C -3.70 -3.46 -0.04  -0.178
C -2.42 -4.01 -0.16  0.046
C -1.34 -3.15 -0.12  -0.086
N -1.45 -1.84 0.03  -0.080
C -2.67 -1.31 0.15  -0.173
C -3.82 -2.08 0.12  0.044
H -2.28 -5.07 -0.28  0.139
H -0.34 -3.54 -0.22  0.092
H -2.73 -0.24 0.27  0.046
H -4.79 -1.61 0.21  0.139
C -3.19 5.06 1.02  -0.219
As -2.10 4.38 -0.44  0.817
C -2.81 5.08 -2.11  -0.219
C -0.34 5.18 -0.18  -0.190
S -2.10 2.26 -0.35  0.453
H -3.25 6.14 0.96  0.055
H -2.75 4.77 1.98  0.047
H -4.20 4.64 0.97  0.049
H -2.82 6.17 -2.07  0.052
H -3.83 4.72 -2.25  0.052
H -2.20 4.75 -2.94  0.037
H -0.49 6.23 0.06  0.061
H 0.25 5.10 -1.10  0.028
H 0.18 4.67 0.63  0.017

***

Below is C2H7O3Tl as an isolated structure in a non-equilibrium geometry, with properties calculated with ωB97M-V with the def2-TZVPD basis set.

Results
M, g mol⁻¹: 283.5
E_LUMO (alpha / beta), eV: -4.07 / -5.68
2S+1: 2
Frontier orbital gap (alpha / beta), eV: 10.1 / 8.6
Total charge: +1

Each line ends with the Löwdin charge.
Cartesian coordinates (Å):
O 1.46 -0.41 -0.19  -0.566
Tl 2.76 0.97 -0.33  0.994
H 0.52 -0.29 -0.53  0.099
C 1.43 -2.03 0.49  0.088
H 2.50 -2.08 0.71  0.094
H 0.68 -1.82 1.27  0.104
H 1.02 -2.53 -0.40  0.098
O 1.33 -4.01 1.41  -0.062
C 1.20 -5.86 0.03  -0.067
O 2.08 -5.04 0.75  -0.099
H 0.73 -5.31 -0.79  0.099
H 1.80 -6.69 -0.36  0.111
H 0.41 -6.26 0.70  0.108

***

Below is a 2-piece molecular cluster, C3H9NO3 overall in a non-equilibrium geometry, with properties calculated with ωB97M-V with the def2-TZVPD basis set.

Results
M, g mol⁻¹: 107.1
E_LUMO, eV: 0.81
SMILES string: [H]/N=C(\C)OC.OO
2S+1: 1
Frontier orbital gap, eV: 11.0

Each line ends with the Löwdin charge.
Cartesian coordinates (Å):
C -0.39 -1.80 0.89  -0.069
C -0.47 1.89 0.54  -0.001
C -0.41 0.51 -0.01  -0.425
O 0.07 -0.45 0.99  -0.162
N -0.83 0.10 -1.14  0.122
H -1.15 0.88 -1.72  0.092
H -0.95 -1.99 -0.03  0.082
H -1.03 -2.03 1.75  0.087
H 0.48 -2.45 0.92  0.091
H -0.27 1.91 1.61  0.088
H 0.28 2.52 0.04  0.094
H -1.46 2.32 0.35  0.090
O 1.99 0.21 -0.70  -0.149
O 1.70 -0.70 -1.79  -0.104
H 0.73 -0.53 -1.86  0.032
H 1.72 -0.39 0.15  0.134

***

Below is a 5-piece molecular cluster, CH12N2O4 overall in a non-equilibrium geometry, with properties calculated with ωB97M-V with the def2-TZVPD basis set.

Results
M, g mol⁻¹: 116.1
E_LUMO, eV: 0.47
SMILES string: [H]/N=C/N.O.O.O.O
2S+1: 1
Frontier orbital gap, eV: 9.2

Each line ends with the Löwdin charge.
Cartesian coordinates (Å):
N 1.46 -0.53 1.18  0.070
C 1.21 -0.33 2.54  -0.390
N 0.12 0.16 2.95  0.024
H 0.72 -1.05 0.72  0.065
H 2.42 -0.78 1.01  0.072
H 2.04 -0.62 3.20  0.106
H 0.27 0.91 3.62  0.032
H -4.31 1.07 -1.31  0.040
H -3.91 0.00 -0.35  0.044
O -3.53 0.68 -0.92  -0.056
H 4.89 -1.75 -2.62  0.029
H 5.53 -2.64 -3.63  0.033
O 5.39 -1.70 -3.44  -0.062
H -2.78 3.36 0.15  0.035
H -3.54 2.89 1.29  0.033
O -3.67 3.45 0.52  -0.072
H -1.20 -0.37 -1.49  0.020
H -0.53 -1.64 -2.11  0.036
O -0.60 -1.10 -1.32  -0.057

***

Below is C30H48N6O9RuSi2 as an isolated structure in a non-equilibrium geometry, with properties calculated with ωB97M-V with the def2-TZVPD basis set.

Results
M, g mol⁻¹: 794.0
E_LUMO (alpha / beta), eV: -2.88 / -3.04
2S+1: 2
Frontier orbital gap (alpha / beta), eV: 8.2 / 7.8
Total charge: +1

Each line ends with the Löwdin charge.
Cartesian coordinates (Å):
Ru 0.17 -0.24 0.71  1.315
N -0.15 -1.79 2.11  0.014
C 1.15 -2.25 2.60  -0.294
C 1.09 -3.35 3.64  -0.120
C 2.41 -3.75 4.29  -0.176
C 3.53 -4.15 3.34  -0.137
N 4.11 -2.98 2.65  0.104
C 4.78 -2.02 3.28  -0.451
N 5.31 -2.25 4.48  0.236
N 5.03 -0.87 2.66  0.222
C 1.87 -0.95 2.94  -0.584
O 2.53 -0.79 3.95  0.068
O 1.73 -0.07 2.00  -0.149
H -0.72 -1.42 2.87  0.138
H -0.69 -2.49 1.62  0.079
H 1.65 -2.63 1.71  0.105
H 0.66 -4.23 3.14  0.126
H 0.39 -3.08 4.43  0.131
H 2.22 -4.61 4.94  0.126
H 2.76 -2.93 4.93  0.100
H 3.19 -4.84 2.57  0.136
H 4.32 -4.68 3.87  0.122
H 3.77 -2.76 1.73  0.147
H 5.10 -3.10 4.98  0.117
H 5.67 -1.49 5.03  0.139
H 4.35 -0.55 1.97  0.091
H 5.42 -0.11 3.20  0.136
C 3.39 0.75 -0.42  -0.189
Si 2.30 -0.16 -1.62  0.411
C 1.22 0.96 -2.65  -0.155
C 3.51 -1.05 -2.74  -0.178
C 1.21 -1.40 -0.71  -0.413
Si 0.08 -2.55 -1.71  0.427
C -0.51 -3.94 -0.61  -0.174
C 1.04 -3.35 -3.09  -0.183
C -1.30 -1.57 -2.50  -0.168
H 3.86 1.61 -0.92  0.037
H 4.21 0.09 -0.11  0.023
H 2.88 1.12 0.47  0.001
H 1.66 1.96 -2.74  0.041
H 0.23 1.08 -2.23  0.008
H 1.11 0.55 -3.65  0.044
H 4.22 -0.33 -3.17  0.043
H 3.01 -1.55 -3.57  0.010
H 4.08 -1.79 -2.19  0.037
H 1.80 -1.96 0.03  -0.016
H 0.31 -4.31 0.03  0.028
H -0.85 -4.79 -1.21  0.043
H -1.34 -3.63 0.02  0.008
H 1.96 -3.83 -2.75  0.042
H 1.31 -2.63 -3.87  0.021
H 0.41 -4.11 -3.55  0.043
H -1.60 -0.71 -1.89  0.004
H -2.19 -2.19 -2.64  0.045
H -0.99 -1.19 -3.48  0.038
C -0.21 7.20 -3.56  -0.033
C -0.27 5.98 -2.68  -0.231
C 0.82 5.61 -1.90  0.007
C 0.79 4.50 -1.07  -0.177
C 2.00 4.17 -0.25  -0.018
C -0.40 3.74 -1.02  -0.110
C -0.55 2.56 -0.21  -0.150
O 0.37 1.86 0.23  -0.112
C -1.53 4.12 -1.79  -0.181
C -2.82 3.33 -1.76  -0.026
C -1.43 5.22 -2.61  0.004
H 0.81 7.58 -3.64  0.080
H -0.84 7.99 -3.15  0.094
H -0.58 6.97 -4.56  0.088
H 1.73 6.21 -1.93  0.122
H 2.66 5.03 -0.19  0.087
H 2.56 3.35 -0.70  0.060
H 1.75 3.85 0.76  0.090
H -1.57 2.26 0.03  0.101
H -2.67 2.27 -1.95  0.082
H -3.50 3.70 -2.54  0.085
H -3.34 3.44 -0.81  0.090
H -2.28 5.50 -3.22  0.126
O -1.97 0.57 1.13  -0.089
C -2.62 -0.44 0.71  -0.591
O -2.04 -1.49 0.37  -0.088
C -4.10 -0.32 0.57  -0.088
C -4.74 0.86 0.93  0.076
C -6.10 0.97 0.73  -0.100
C -6.86 -0.05 0.19  0.097
C -6.19 -1.20 -0.17  -0.097
C -4.83 -1.36 0.01  0.086
N -6.97 -2.31 -0.78  -0.346
O -6.36 -3.31 -1.09  0.093
O -8.16 -2.13 -0.93  0.103
N -6.77 2.24 1.10  -0.346
O -6.06 3.17 1.39  0.087
O -7.98 2.25 1.06  0.106
H -4.18 1.68 1.36  0.132
H -7.92 0.06 0.04  0.139
H -4.34 -2.28 -0.29  0.134

***

Below is an isolated ion of composition C7H9Cl2N4 and charge +1 in a non-equilibrium geometry, with properties calculated with ωB97M-V with the def2-TZVPD basis set.

Results
M, g mol⁻¹: 220.1
E_LUMO, eV: -4.51
SMILES string: NCC(=[NH2+])N1C=CC=NC1=C(Cl)Cl
2S+1: 1
Frontier orbital gap, eV: 7.8
Total charge: +1

Each line ends with the Löwdin charge.
Cartesian coordinates (Å):
C 0.36 2.58 0.77  -0.006
C -0.13 1.44 1.32  -0.037
C 1.19 2.53 -0.44  -0.093
C 1.53 0.27 -0.13  -0.378
C -0.88 -0.58 0.15  -0.264
C -0.62 -1.66 -0.81  -0.201
C 2.64 -0.41 0.24  -1.113
N 0.16 0.22 0.59  0.017
N 1.78 1.45 -0.80  0.066
N -2.12 -0.43 0.60  0.206
N -1.89 -2.21 -1.09  -0.010
Cl 2.33 -1.69 1.40  0.691
Cl 3.99 -0.22 -0.60  0.875
H 0.14 3.62 1.13  0.134
H -0.56 1.13 2.31  0.153
H 1.39 3.37 -1.12  0.129
H 0.17 -2.39 -0.44  0.146
H -0.25 -1.01 -1.61  0.154
H -2.35 0.59 0.70  0.157
H -2.14 -2.82 -0.33  0.097
H -2.87 -0.97 0.12  0.134
H -1.88 -2.80 -1.96  0.141